(1)
Computed, not measured: C46H48AsCaN3 as an isolated structure in a non-equilibrium geometry, with ωB97M-V/def2-TZVPD.

ORCA input file:
```
! RIJCOSX wB97M-V def2-TZVPD def2/J DEFGRID3
* xyz -2 1
Ca -1.045 0.745 0.176
N 0.483 -0.076 5.212
N -1.612 3.266 0.733
C -2.246 -1.165 -1.764
C -2.811 -1.387 -0.476
C -1.983 -2.325 0.197
C -2.262 -2.985 1.488
H -3.332 -3.003 1.732
H -1.755 -2.474 2.313
H -1.875 -4.010 1.543
C -0.905 -2.653 -0.651
C 0.137 -3.661 -0.347
H -0.187 -4.684 -0.609
H 0.389 -3.662 0.723
H 1.070 -3.467 -0.895
C -1.060 -1.940 -1.858
C -0.223 -2.118 -3.067
H 0.845 -2.028 -2.827
H -0.448 -1.368 -3.835
H -0.361 -3.110 -3.532
C -4.129 -0.887 -0.012
H -4.947 -1.602 -0.224
H -4.415 0.058 -0.507
H -4.134 -0.710 1.075
C -2.914 -0.451 -2.884
H -2.194 -0.087 -3.634
H -3.483 0.423 -2.536
H -3.638 -1.094 -3.423
C 1.624 0.460 5.536
H 2.195 -0.094 6.274
C 2.107 1.665 4.928
H 2.937 2.160 5.443
C 1.398 2.183 3.837
H 1.677 3.188 3.473
C 0.393 1.434 3.253
H -0.143 1.762 2.345
C 0.024 0.170 3.897
C -0.435 -0.931 3.195
H -1.504 -0.973 3.058
C -1.687 3.244 -0.610
C -2.863 3.682 1.235
H -3.156 3.611 2.252
C -3.615 4.094 0.189
H -4.552 4.652 0.142
N -2.954 3.606 -0.957
C -3.425 3.438 -2.266
C -4.795 3.289 -2.552
C -5.165 3.146 -3.910
H -6.218 3.044 -4.213
C -4.178 3.094 -4.905
C -4.556 3.123 -6.362
H -3.822 2.576 -6.978
H -4.577 4.172 -6.717
H -5.558 2.694 -6.512
C -2.820 3.047 -4.563
H -2.052 2.880 -5.324
C -2.430 3.217 -3.219
C -1.026 2.991 -2.831
H -0.765 3.464 -1.786
H -0.357 3.356 -3.611
H -0.836 1.911 -2.737
C -5.815 3.076 -1.492
H -5.920 3.926 -0.819
H -5.568 2.191 -0.893
H -6.805 2.902 -1.918
C 6.060 -2.451 -2.059
C 4.750 -2.440 -2.558
C 3.694 -1.970 -1.769
C 3.949 -1.535 -0.456
C 5.263 -1.508 0.028
C 6.316 -1.980 -0.768
As 2.398 -0.986 0.654
C 2.464 -2.520 1.938
C 1.415 -2.657 2.834
C 1.381 -3.657 3.778
C 2.380 -4.652 3.788
C 3.407 -4.574 2.842
C 3.454 -3.526 1.913
C 3.453 0.348 1.655
C 4.092 0.041 2.859
C 4.953 0.987 3.435
C 5.163 2.221 2.818
C 4.493 2.531 1.627
C 3.623 1.601 1.050
H 6.879 -2.820 -2.679
H 4.549 -2.796 -3.570
H 2.678 -1.933 -2.166
H 5.475 -1.130 1.029
H 7.333 -1.973 -0.371
H 0.407 -1.786 2.885
H 0.564 -3.644 4.507
H 2.316 -5.463 4.511
H 4.182 -5.343 2.824
H 4.241 -3.494 1.161
H 3.919 -0.918 3.352
H 5.448 0.748 4.379
H 5.843 2.950 3.270
H 4.648 3.499 1.145
H 3.094 1.835 0.121
*
```

As for the molar mass: 757.9 g/mol. For the HOMO energy (spin up / spin down), the calculation gives 0.69 / 0.69 eV. The value obtained for the total energy is -132220.0806 eV. Its lowest unoccupied orbital energy (spin up / spin down) is 0.145 / 0.145 Ha. The frontier orbital gap (spin up / spin down) comes out at 3.255 / 3.256 eV.



(2)
Computed, not measured: C46H48CaN3OP as an isolated structure in a non-equilibrium geometry, with ωB97M-V/def2-TZVPD.

ORCA input file:
```
! RIJCOSX wB97M-V def2-TZVPD def2/J DEFGRID3
* xyz -2 1
Ca 0.179 -1.077 -0.577
N 1.298 -4.211 3.034
N 0.174 -2.178 -2.777
C 1.469 2.235 -1.569
C 2.498 1.353 -1.140
C 2.515 1.367 0.283
C 3.562 0.813 1.165
H 4.478 0.580 0.603
H 3.212 -0.100 1.661
H 3.833 1.532 1.950
C 1.429 2.175 0.723
C 1.115 2.514 2.122
H 1.478 3.514 2.408
H 1.569 1.789 2.802
H 0.031 2.495 2.296
C 0.786 2.712 -0.417
C -0.295 3.721 -0.391
H -0.999 3.521 0.427
H -0.852 3.733 -1.337
H 0.115 4.733 -0.232
C 3.494 0.697 -2.016
H 4.457 1.238 -2.022
H 3.137 0.659 -3.054
H 3.702 -0.335 -1.699
C 1.280 2.699 -2.962
H 0.399 3.351 -3.043
H 1.141 1.852 -3.651
H 2.155 3.274 -3.317
C 0.401 -5.182 3.176
H 0.406 -5.713 4.129
C -0.583 -5.497 2.210
H -1.323 -6.262 2.430
C -0.592 -4.739 1.034
H -1.331 -4.938 0.256
C 0.389 -3.786 0.825
H 0.579 -3.358 -0.185
C 1.316 -3.443 1.906
C 2.035 -2.242 1.864
H 2.720 -2.112 1.012
C -0.293 -1.071 -3.346
C 0.849 -2.923 -3.774
H 1.301 -3.880 -3.567
C 0.796 -2.233 -4.946
H 1.154 -2.493 -5.932
N 0.114 -1.027 -4.647
C 0.055 0.174 -5.367
C 1.108 0.561 -6.208
C 0.943 1.759 -6.918
H 1.730 2.041 -7.625
C -0.178 2.572 -6.706
C -0.392 3.777 -7.573
H -0.952 4.536 -7.019
H -0.974 3.527 -8.471
H 0.568 4.192 -7.901
C -1.097 2.254 -5.702
H -1.927 2.938 -5.494
C -0.968 1.067 -4.976
C -1.833 0.791 -3.803
H -1.750 -0.309 -3.485
H -2.878 1.055 -4.012
H -1.520 1.370 -2.916
C 2.414 -0.169 -6.267
H 2.348 -1.158 -6.735
H 2.916 -0.268 -5.291
H 3.081 0.438 -6.887
O -0.770 -0.582 1.326
P -1.178 -0.454 2.803
C 0.197 0.031 3.876
C 1.456 -0.518 3.721
C 2.463 -0.271 4.622
C 2.309 0.710 5.621
C 1.063 1.323 5.775
C 0.002 0.960 4.944
C -2.529 0.716 3.031
C -3.207 0.740 4.265
C -4.284 1.604 4.473
C -4.724 2.428 3.432
C -4.068 2.394 2.196
C -2.975 1.544 1.988
C -1.851 -2.015 3.393
C -2.956 -2.589 2.748
C -3.539 -3.748 3.263
C -3.021 -4.347 4.418
C -1.927 -3.770 5.059
C -1.340 -2.610 4.553
H 1.756 -1.400 2.724
H 3.380 -0.858 4.570
H 3.152 0.978 6.265
H 0.915 2.087 6.546
H -0.976 1.409 5.106
H -2.892 0.080 5.076
H -4.777 1.621 5.446
H -5.580 3.088 3.586
H -4.418 3.030 1.381
H -2.479 1.508 1.016
H -3.362 -2.128 1.844
H -4.397 -4.196 2.761
H -3.461 -5.268 4.807
H -1.505 -4.227 5.958
H -0.472 -2.175 5.048
*
```

As for the molar mass: 730.0 g/mol. For the HOMO energy, the calculation gives 0.74 eV. The value obtained for the total energy is -82722.0447 eV. Its lowest unoccupied orbital energy is 0.151 Ha. The frontier orbital gap comes out at 3.373 eV.



(3)
Computed, not measured: C46H48FeN3Sb as an isolated structure in a non-equilibrium geometry, with ωB97M-V/def2-TZVPD.

ORCA input file:
```
! RIJCOSX wB97M-V def2-TZVPD def2/J DEFGRID3
* xyz -1 6
Fe 1.697 -1.181 -0.383
N 0.529 -2.200 1.085
N 1.552 -2.921 -1.920
C 2.823 0.616 -1.167
C 3.685 -0.457 -0.814
C 3.448 -0.793 0.569
C 4.200 -1.841 1.309
H 4.866 -2.366 0.612
H 3.533 -2.587 1.751
H 4.788 -1.421 2.134
C 2.389 0.086 1.061
C 1.991 0.191 2.474
H 2.850 0.402 3.122
H 1.578 -0.768 2.785
H 1.256 0.978 2.639
C 1.968 0.926 -0.060
C 0.964 2.025 -0.105
H -0.023 1.726 0.267
H 0.824 2.376 -1.137
H 1.291 2.896 0.474
C 4.754 -1.043 -1.683
H 5.624 -1.344 -1.079
H 5.066 -0.327 -2.455
H 4.431 -1.948 -2.221
C 2.893 1.408 -2.426
H 1.959 1.351 -2.996
H 3.686 1.054 -3.098
H 3.044 2.477 -2.219
C -0.079 -2.521 2.274
H 0.073 -1.812 3.095
C -0.828 -3.699 2.474
H -1.306 -3.863 3.434
C -1.012 -4.627 1.441
H -1.727 -5.475 1.514
C -0.162 -4.463 0.356
H -0.093 -5.214 -0.428
C 0.684 -3.331 0.310
C 1.846 -3.291 -0.578
H 2.692 -3.961 -0.345
C 1.199 -1.591 -2.178
C 1.588 -3.673 -3.075
H 1.711 -4.736 -3.032
C 1.351 -2.815 -4.081
H 1.300 -3.012 -5.139
N 1.155 -1.544 -3.534
C 1.158 -0.382 -4.350
C 2.166 -0.259 -5.323
C 2.111 0.833 -6.199
H 2.849 0.908 -7.004
C 1.107 1.799 -6.076
C 1.093 2.988 -6.987
H 1.067 3.915 -6.409
H 0.225 2.993 -7.654
H 1.996 2.990 -7.599
C 0.110 1.642 -5.100
H -0.736 2.334 -5.058
C 0.133 0.557 -4.202
C -0.957 0.407 -3.180
H -1.701 -0.343 -3.508
H -1.498 1.369 -3.095
H -0.595 0.108 -2.177
C 3.318 -1.209 -5.450
H 2.987 -2.206 -5.782
H 3.931 -1.321 -4.531
H 3.990 -0.829 -6.238
C -5.735 4.135 2.067
C -5.980 2.875 2.634
C -5.045 1.838 2.468
C -3.850 2.105 1.798
C -3.646 3.320 1.141
C -4.569 4.361 1.313
Sb -2.067 0.825 2.048
C -1.379 1.992 3.742
C -0.216 2.763 3.608
C 0.178 3.618 4.646
C -0.597 3.732 5.806
C -1.763 2.963 5.927
C -2.155 2.091 4.898
C -2.996 -0.880 3.022
C -2.884 -1.230 4.371
C -3.638 -2.309 4.865
C -4.460 -3.051 4.007
C -4.508 -2.735 2.641
C -3.747 -1.669 2.145
H -6.457 4.944 2.201
H -6.895 2.694 3.206
H -5.258 0.850 2.878
H -2.763 3.481 0.517
H -4.383 5.342 0.864
H 0.393 2.707 2.702
H 1.095 4.197 4.536
H -0.300 4.420 6.599
H -2.372 3.037 6.826
H -3.065 1.496 5.024
H -2.235 -0.667 5.047
H -3.580 -2.569 5.926
H -5.046 -3.889 4.392
H -5.131 -3.314 1.957
H -3.764 -1.451 1.073
*
```

The expectation value of S² is 8.806. As for the molar mass: 820.5 g/mol. For the HOMO energy (spin up / spin down), the calculation gives -0.71 / -3.17 eV. The value obtained for the total energy is -93870.9211 eV. Its lowest unoccupied orbital energy (spin up / spin down) is 0.091 / 0.091 Ha. The frontier orbital gap (spin up / spin down) comes out at 3.176 / 5.631 eV.



(4)
Computed, not measured: C46H48N8O3P2S2Se2Tc as an isolated structure in a non-equilibrium geometry, with ωB97M-V/def2-TZVPD.

ORCA input file:
```
! RIJCOSX wB97M-V def2-TZVPD def2/J DEFGRID3
* xyz 0 4
Tc 12.132 -12.074 -12.183
C 13.201 -16.049 -7.545
C 12.032 -15.061 -7.604
N 11.466 -14.796 -8.921
C 11.989 -14.014 -9.820
S 11.152 -13.992 -11.357
N 13.143 -13.342 -9.580
N 13.369 -12.389 -10.502
C 14.427 -11.599 -10.417
C 15.253 -11.565 -9.138
C 14.450 -10.495 -11.368
C 15.523 -9.541 -11.304
C 15.494 -8.514 -12.152
C 14.406 -8.338 -13.039
C 13.473 -9.325 -13.115
N 13.540 -10.434 -12.329
H 13.819 -15.978 -6.631
H 13.855 -15.847 -8.405
H 12.971 -17.119 -7.557
H 12.398 -14.126 -7.230
H 11.294 -15.416 -6.884
H 10.535 -15.135 -9.137
H 16.339 -11.478 -9.268
H 14.913 -12.448 -8.553
H 14.880 -10.681 -8.723
H 16.223 -9.773 -10.550
H 16.290 -7.756 -12.159
H 14.210 -7.437 -13.521
H 12.633 -9.342 -13.842
Se 13.352 -12.801 -18.063
P 11.568 -11.772 -17.825
C 10.170 -12.504 -18.751
C 10.114 -13.849 -19.188
C 8.982 -14.322 -19.909
C 7.936 -13.461 -20.232
C 7.954 -12.136 -19.774
C 9.062 -11.667 -19.000
C 11.601 -9.978 -18.352
C 11.191 -8.952 -17.512
C 11.453 -7.630 -17.799
C 11.994 -7.249 -19.060
C 12.460 -8.316 -19.880
C 12.214 -9.650 -19.573
C 11.170 -11.708 -16.110
C 11.849 -12.227 -14.962
N 11.117 -11.703 -13.933
N 10.097 -10.953 -14.403
N 10.106 -10.994 -15.683
P 13.266 -12.989 -14.152
Se 16.357 -14.277 -10.671
C 14.877 -12.254 -14.712
C 16.031 -12.943 -14.372
C 17.291 -12.556 -14.774
C 17.403 -11.338 -15.349
C 16.274 -10.582 -15.669
C 15.009 -11.075 -15.359
C 13.316 -14.756 -14.314
C 12.931 -15.431 -15.518
C 12.922 -16.796 -15.494
C 13.187 -17.510 -14.386
C 13.737 -16.844 -13.308
C 13.768 -15.448 -13.251
H 10.960 -14.517 -18.997
H 9.018 -15.310 -20.337
H 7.141 -13.877 -20.828
H 7.063 -11.526 -19.978
H 8.995 -10.634 -18.532
H 10.730 -9.200 -16.564
H 11.149 -6.850 -17.030
H 12.304 -6.206 -19.276
H 12.992 -8.083 -20.810
H 12.574 -10.405 -20.235
H 16.048 -13.928 -13.876
H 18.135 -13.172 -14.570
H 18.428 -10.945 -15.669
H 16.340 -9.612 -16.123
H 14.175 -10.444 -15.686
H 12.687 -14.842 -16.399
H 12.727 -17.276 -16.489
H 13.131 -18.568 -14.330
H 14.086 -17.352 -12.367
H 13.935 -14.962 -12.294
N 10.772 -10.515 -11.098
C 10.027 -11.155 -10.085
C 10.492 -11.318 -8.782
C 9.921 -12.288 -7.957
C 8.831 -13.005 -8.436
C 8.225 -12.748 -9.713
C 8.840 -11.793 -10.552
S 8.397 -14.625 -7.777
O 9.223 -14.708 -6.533
O 6.938 -14.636 -7.767
O 8.880 -15.564 -8.796
H 10.226 -9.960 -11.746
H 11.432 -9.924 -10.670
H 11.393 -10.741 -8.562
H 10.378 -12.525 -7.001
H 7.385 -13.384 -10.040
H 8.598 -11.798 -11.630
C 19.775 -12.200 -9.389
C 18.766 -12.796 -10.444
C 19.526 -13.360 -11.701
C 17.958 -13.846 -9.723
H 20.344 -11.436 -9.905
H 20.436 -12.947 -8.946
H 19.195 -11.727 -8.578
H 18.062 -12.008 -10.717
H 20.400 -13.928 -11.452
H 19.807 -12.479 -12.322
H 18.780 -13.982 -12.287
H 18.501 -14.830 -9.433
H 17.598 -13.461 -8.722
*
```

The expectation value of S² is 3.771. As for the molar mass: 1142.9 g/mol. For the HOMO energy (spin up / spin down), the calculation gives -8.09 / -8.16 eV. The value obtained for the total energy is -239681.6292 eV. Its lowest unoccupied orbital energy (spin up / spin down) is -0.046 / -0.081 Ha. The frontier orbital gap (spin up / spin down) comes out at 6.837 / 5.965 eV.